Record 1
# C21H51N4O9P

3 unconnected molecules or ions with the total composition C21H51N4O9P (ωB97M-V with the def2-TZVPD basis set, the OMol25 dataset).

The geometry in XYZ format:
```
86
Properties=species:S:1:pos:R:3
C -8.723 2.004 2.356
C -9.087 2.938 1.207
O -7.876 3.377 0.560
P -7.968 4.118 -0.853
O -8.673 5.400 -0.860
C -6.237 4.198 -1.315
C -5.561 5.421 -0.703
O -4.142 5.261 -0.588
C -3.502 4.877 -1.738
O -3.418 5.578 -2.700
N -3.009 3.568 -1.603
N -2.362 3.151 -2.809
C -2.214 3.258 -0.395
C -2.995 3.187 0.913
O -8.660 3.060 -1.831
C -8.115 1.743 -2.005
C -8.999 0.971 -2.980
H -9.100 0.996 2.186
H -7.639 1.938 2.441
H -9.125 2.360 3.303
H -9.724 2.439 0.473
H -9.625 3.819 1.557
H -6.194 4.206 -2.407
H -5.726 3.293 -0.981
H -5.902 5.590 0.316
H -5.771 6.314 -1.293
H -2.931 2.419 -3.217
H -1.466 2.741 -2.575
H -1.377 3.961 -0.312
H -1.811 2.261 -0.567
H -3.988 2.774 0.736
H -3.104 4.156 1.393
H -2.466 2.516 1.593
H -8.064 1.244 -1.034
H -7.093 1.823 -2.382
H -9.384 0.056 -2.532
H -8.450 0.695 -3.879
H -9.838 1.599 -3.277
C 3.193 -2.343 0.189
O 1.995 -3.099 0.190
C 1.648 -3.650 1.452
C 0.390 -3.009 1.995
N 0.627 -1.620 2.356
C -0.565 -0.866 2.716
C -1.629 -0.660 1.644
O -1.211 0.161 0.567
C -0.531 -0.502 -0.483
H 3.417 -2.101 -0.849
H 3.090 -1.407 0.751
H 4.031 -2.909 0.599
H 2.474 -3.529 2.161
H 1.471 -4.721 1.316
H 0.068 -3.555 2.888
H -0.394 -3.130 1.234
H 1.095 -1.157 1.588
H -0.243 0.122 3.057
H -1.039 -1.358 3.572
H -2.470 -0.140 2.109
H -2.014 -1.611 1.257
H -0.883 -1.530 -0.602
H 0.552 -0.520 -0.334
H -0.736 0.046 -1.404
C 10.721 -2.212 -2.308
O 10.586 -3.473 -1.687
C 11.217 -3.579 -0.417
C 10.194 -3.745 0.684
N 9.418 -2.528 0.864
C 8.298 -2.645 1.788
C 7.168 -3.600 1.421
O 6.421 -3.201 0.286
C 6.932 -3.614 -0.967
H 10.307 -2.303 -3.310
H 10.182 -1.422 -1.772
H 11.772 -1.917 -2.388
H 11.842 -2.701 -0.229
H 11.864 -4.461 -0.438
H 10.717 -3.971 1.619
H 9.576 -4.619 0.432
H 9.076 -2.219 -0.037
H 7.864 -1.650 1.911
H 8.690 -2.944 2.766
H 6.462 -3.609 2.257
H 7.522 -4.630 1.290
H 7.455 -4.572 -0.890
H 7.615 -2.878 -1.401
H 6.085 -3.729 -1.643
```

## Properties
* net charge: 0
* structure (SMILES): CCOP(=O)(CCOC(=O)N(N)CC)OCC.COCCNCCOC.COCCNCCOC
* highest occupied orbital energy: -8.875 eV
* calculated total energy: -2068.226442 Eh
* spin multiplicity: 1

***

Record 2
# C21H53BeFN3O7Pb

A molecular structure, C21H53BeFN3O7Pb at a distorted geometry (ωB97M-V with the def2-TZVPD basis set, the OMol25 dataset).

The geometry in XYZ format:
```
87
Properties=species:S:1:pos:R:3
Be 3.661 4.429 -0.399
Pb 1.103 -2.190 -0.753
F 0.095 2.180 0.427
C -7.888 3.331 -0.404
C -6.579 3.994 -0.173
C -6.226 4.024 1.350
O -5.595 3.149 -0.726
H -8.271 3.269 -1.423
H -8.625 3.823 0.230
H -7.813 2.300 -0.057
H -6.488 4.976 -0.638
H -5.897 5.016 1.659
H -5.314 3.468 1.569
H -7.052 3.796 2.024
H -4.716 3.486 -0.540
C 4.632 3.500 3.365
O 3.694 4.500 3.086
C 2.945 4.981 4.174
C 1.754 5.778 3.757
N 2.213 6.659 2.656
C 1.008 7.347 2.103
C 1.552 8.422 1.086
O 2.358 7.734 0.149
C 2.686 8.669 -0.871
H 5.467 3.808 3.994
H 4.984 3.138 2.399
H 4.189 2.672 3.919
H 3.740 5.500 4.709
H 2.611 4.136 4.776
H 1.413 6.415 4.573
H 0.984 5.075 3.440
H 2.782 7.298 3.193
H 0.436 7.690 2.965
H 0.219 6.785 1.604
H 2.280 9.007 1.648
H 0.777 8.986 0.567
H 3.387 8.235 -1.583
H 3.047 9.655 -0.579
H 1.814 8.845 -1.500
C -0.006 -1.687 -4.938
O -1.075 -2.266 -4.106
C -2.406 -1.995 -4.535
C -3.351 -2.804 -3.576
N -2.917 -2.541 -2.125
C -3.715 -3.203 -1.145
C -3.391 -4.715 -1.377
O -1.920 -5.009 -1.396
C -1.682 -6.436 -1.246
H 0.076 -0.625 -4.709
H -0.131 -1.920 -5.995
H 0.894 -2.191 -4.586
H -2.542 -2.141 -5.607
H -2.757 -0.968 -4.431
H -3.140 -3.828 -3.882
H -4.402 -2.522 -3.640
H -2.966 -1.567 -1.864
H -4.780 -2.974 -1.164
H -3.239 -2.986 -0.189
H -3.759 -5.055 -2.344
H -3.941 -5.182 -0.560
H -0.929 -6.772 -1.958
H -2.614 -6.996 -1.333
H -1.171 -6.591 -0.296
C 2.325 -5.810 -3.383
O 2.737 -5.381 -2.103
C 3.801 -6.243 -1.572
C 4.475 -5.596 -0.286
N 3.381 -5.393 0.607
C 3.854 -4.777 1.850
C 2.749 -4.595 2.878
O 1.796 -3.728 2.292
C 0.917 -3.037 3.264
H 3.076 -5.659 -4.158
H 1.424 -5.271 -3.675
H 2.077 -6.866 -3.278
H 4.673 -6.570 -2.138
H 3.314 -7.138 -1.185
H 5.014 -4.700 -0.592
H 5.185 -6.343 0.069
H 3.336 -6.277 1.095
H 4.374 -3.827 1.730
H 4.591 -5.415 2.338
H 3.171 -4.038 3.715
H 2.382 -5.549 3.256
H 0.000 -3.622 3.201
H 0.707 -2.008 2.970
H 1.138 -3.073 4.331
```

## Properties
* net charge: +3
* highest occupied orbital energy: -14.630 eV
* calculated total energy: -1828.686918 Eh
* spin multiplicity: 1

***

Which of these has the lowest highest occupied orbital energy? C21H53BeFN3O7Pb

***

Which formula does entry 1 have? C21H51N4O9P